[1]
{
  "formula": "C29H29BrN8ORuS",
  "method": "ωB97M-V/def2-TZVPD",
  "relative_energy_kcal_mol": 21.2,
  "mol_weight_da": 718.647,
  "total_charge": 4,
  "homo_energy_ev": [-18.108, -18.108],
  "gap_ev": [2.77, 2.76],
  "symbols": ["Ru", "N", "C", "C", "N", "C", "C", "N", "C", "C", "N", "H", "H", "H", "H", "H", "H", "Br", "C", "C", "C", "C", "C", "C", "N", "C", "C", "C", "C", "C", "C", "N", "H", "H", "H", "H", "H", "H", "H", "H", "H", "C", "C", "C", "N", "C", "S", "N", "C", "O", "C", "C", "C", "C", "C", "C", "H", "H", "H", "H", "H", "H", "H", "H", "H", "H", "H", "H", "H", "H"],
  "coordinates": [[-0.041429, -0.005403, -0.029268], [0.794945, 1.677276, -3.640242], [-0.162060, 2.644307, -3.375495], [-0.738309, 2.297226, -2.202844], [-0.146451, 1.126378, -1.744623], [0.784225, 0.787108, -2.655154], [1.473416, -0.465838, -2.449086], [1.127846, -1.138019, -1.358777], [1.802094, -2.334930, -1.392881], [2.555235, -2.371410, -2.526856], [2.333521, -1.184811, -3.179444], [1.412151, 1.684308, -4.441423], [-0.323461, 3.483192, -4.036864], [-1.515473, 2.815766, -1.665595], [1.696419, -3.082007, -0.624175], [3.216689, -3.125915, -2.921935], [2.778990, -0.916563, -4.045282], [4.710378, -5.110141, 2.568970], [3.494688, -3.722298, 2.300319], [3.892147, -2.582867, 1.599423], [2.995017, -1.553141, 1.388815], [1.705720, -1.667402, 1.895542], [1.301081, -2.787351, 2.611019], [2.202902, -3.820863, 2.807119], [0.780794, -0.570668, 1.728396], [0.434826, 0.122271, 2.757227], [-0.579434, 1.154330, 2.594893], [-0.976339, 1.975684, 3.625913], [-1.957253, 2.938259, 3.374405], [-2.501782, 3.009478, 2.109359], [-2.042870, 2.143085, 1.120841], [-1.090517, 1.238098, 1.340745], [4.910209, -2.502539, 1.238634], [3.313548, -0.653245, 0.874692], [0.293312, -2.860990, 3.010816], [1.910677, -4.702309, 3.364045], [0.897546, -0.065208, 3.722627], [-0.524016, 1.879276, 4.605596], [-2.281468, 3.612823, 4.157869], [-3.268109, 3.735355, 1.865416], [-2.464960, 2.187259, 0.121140], [-4.686837, -4.498736, 0.508422], [-4.662818, -3.790670, 1.856803], [-3.580429, -2.726038, 1.954861], [-3.882768, -1.605252, 1.008399], [-3.096006, -1.014372, 0.150455], [-1.444646, -1.606248, -0.132355], [-3.513217, -0.016018, -0.654620], [-4.708479, 0.792695, -0.547370], [-4.567241, 1.965047, -0.405882], [-6.048468, 0.175860, -0.774650], [-7.185393, 0.962896, -0.438863], [-8.505096, 0.523544, -0.739670], [-8.693903, -0.656938, -1.417538], [-7.573440, -1.424818, -1.772998], [-6.238063, -0.998671, -1.456205], [-5.521446, -5.196325, 0.450398], [-3.771080, -5.067161, 0.343570], [-4.795376, -3.794880, -0.329199], [-4.469763, -4.507222, 2.654208], [-5.631261, -3.341717, 2.102176], [-2.606408, -3.123893, 1.691073], [-3.530177, -2.284139, 2.949868], [-4.850491, -1.311809, 1.041052], [-2.772591, 0.449224, -1.156122], [-7.043795, 1.933235, 0.029890], [-9.338857, 1.144991, -0.437119], [-9.687769, -1.001734, -1.677727], [-7.701218, -2.366776, -2.296566], [-5.410330, -1.610780, -1.801582]],
  "forces_ev_per_a": [[-1.404, -1.004, -0.270], [-0.044, -0.010, 0.193], [0.144, -0.052, -0.059], [-0.081, 0.266, 0.289], [0.184, -0.132, 0.843], [0.163, -0.101, -0.453], [-0.037, 0.073, -0.273], [0.332, -0.077, 0.407], [-0.168, -0.032, 0.137], [0.043, 0.049, -0.160], [0.035, -0.026, 0.125], [0.011, 0.001, -0.116], [-0.049, -0.081, 0.039], [0.068, -0.016, -0.051], [0.045, 0.011, -0.027], [-0.029, 0.004, 0.008], [0.022, 0.004, -0.127], [-0.211, 0.221, -0.043], [0.361, -0.346, 0.061], [0.107, 0.379, -0.214], [0.337, -0.068, 0.028], [-0.204, 0.527, -0.228], [-0.130, -0.429, -0.052], [-0.441, -0.007, 0.205], [0.993, 0.059, 0.101], [-0.362, 0.539, 0.077], [0.257, -0.256, 0.269], [0.051, -0.020, 0.096], [-0.081, 0.094, 0.039], [-0.052, 0.098, 0.120], [0.198, -0.047, -0.460], [0.028, 0.109, -0.260], [-0.039, 0.005, 0.023], [-0.008, -0.027, -0.007], [0.091, -0.005, -0.031], [-0.001, 0.049, 0.004], [-0.006, -0.014, 0.021], [-0.016, -0.003, -0.009], [0.015, -0.028, -0.008], [0.012, -0.064, -0.022], [0.067, 0.123, 0.354], [-0.039, 0.176, -0.190], [0.028, -0.039, -0.021], [-0.230, 0.288, -0.202], [0.848, -0.179, -0.052], [-1.620, 0.415, 0.297], [0.417, 0.270, -0.512], [1.318, -0.998, 0.361], [-2.980, -0.419, -0.669], [0.993, 0.928, 0.265], [-0.038, 1.356, 0.720], [-0.857, -0.395, -0.181], [1.773, 1.219, 0.706], [0.798, -0.949, -0.341], [1.336, 0.396, 0.355], [-1.917, -1.758, -0.797], [0.049, 0.030, 0.021], [0.036, -0.051, 0.036], [-0.066, -0.093, 0.145], [0.012, -0.038, 0.065], [0.027, 0.016, -0.070], [0.263, -0.142, -0.052], [-0.004, -0.015, 0.035], [-0.425, 0.234, -0.205], [0.023, 0.033, -0.257], [-0.029, -0.223, 0.014], [0.041, -0.030, -0.079], [0.066, 0.017, 0.024], [-0.005, 0.176, -0.015], [-0.018, 0.011, 0.026]],
  "nbo_charge": [0.829, -0.436, 0.014, -0.076, -0.470, 0.380, 0.292, -0.455, -0.051, 0.003, -0.434, 0.474, 0.296, 0.256, 0.261, 0.288, 0.470, 0.292, -0.057, -0.189, -0.216, 0.043, -0.167, -0.215, -0.387, 0.246, 0.054, -0.122, -0.089, -0.172, 0.090, -0.458, 0.270, 0.239, 0.229, 0.273, 0.268, 0.276, 0.285, 0.285, 0.232, -0.621, -0.426, -0.207, -0.481, 0.360, 0.499, -0.615, 0.672, -0.506, -0.189, -0.154, -0.168, -0.128, -0.183, -0.222, 0.269, 0.219, 0.188, 0.260, 0.232, 0.200, 0.240, 0.459, 0.422, 0.245, 0.258, 0.262, 0.248, 0.212]
}


[2]
{
  "formula": "C4H6N2O",
  "method": "ωB97M-V/def2-TZVPD",
  "relative_energy_kcal_mol": 49.2,
  "smiles": "[H]/N=C(\\O)N=C=CC",
  "mol_weight_da": 98.105,
  "total_charge": 0,
  "homo_energy_ev": -9.223,
  "gap_ev": 10.02,
  "symbols": ["C", "C", "C", "N", "C", "O", "N", "H", "H", "H", "H", "H", "H"],
  "coordinates": [[-0.151805, -0.829892, -2.275320], [0.214686, 0.494341, -0.314443], [-0.520256, 0.318481, -1.371224], [-0.798449, -0.377902, 1.962878], [0.272998, 0.283652, 1.903333], [0.882860, 0.855072, 2.957736], [0.929575, 0.625236, 0.684306], [-0.908341, -1.616792, -2.330726], [0.776407, -1.274805, -1.906111], [0.047030, -0.450921, -3.280815], [-1.299783, 1.045874, -1.589404], [-1.120200, -0.378281, 2.927034], [1.675278, 1.305936, 2.632757]],
  "forces_ev_per_a": [[0.054, -0.150, -0.142], [0.030, 0.134, -0.001], [0.361, 0.106, 0.147], [0.319, 0.207, 0.217], [-0.392, -0.078, 0.117], [0.239, -0.052, 0.041], [-0.433, 0.250, -0.279], [-0.029, 0.183, 0.019], [-0.163, -0.069, -0.132], [-0.078, -0.113, 0.025], [0.223, -0.162, -0.104], [-0.047, -0.238, 0.059], [-0.084, -0.018, 0.032]],
  "nbo_charge": [-0.604, 0.498, -0.380, -0.713, 0.663, -0.671, -0.553, 0.220, 0.220, 0.217, 0.251, 0.355, 0.498]
}


[3]
{
  "formula": "C4H6O2",
  "method": "ωB97M-V/def2-TZVPD",
  "relative_energy_kcal_mol": 92.8,
  "mol_weight_da": 86.090,
  "total_charge": 0,
  "homo_energy_ev": -7.913,
  "gap_ev": 8.18,
  "symbols": ["C", "C", "O", "C", "C", "O", "H", "H", "H", "H", "H", "H"],
  "coordinates": [[0.826971, -0.191940, 1.588879], [-0.224205, -0.257499, 0.546331], [-0.455802, 1.191975, -0.282607], [-0.546623, 0.360506, -1.510200], [-0.222486, -0.907890, -0.708327], [-0.059179, -2.056605, -1.088884], [0.957696, -1.238006, 1.896599], [1.803753, 0.169438, 1.235329], [0.534996, 0.370307, 2.482782], [-1.349932, 1.420013, 0.013198], [0.254058, 0.689378, -2.174192], [-1.519248, 0.450323, -1.998909]],
  "forces_ev_per_a": [[-0.020, 0.037, 0.058], [0.172, -0.102, -0.024], [-0.125, 0.007, 0.225], [-0.011, -0.103, -0.210], [-0.075, -0.242, -0.099], [0.026, 0.392, 0.112], [-0.006, 0.128, -0.038], [-0.154, -0.023, 0.016], [0.005, -0.114, -0.162], [0.182, 0.101, -0.113], [-0.102, -0.059, 0.102], [0.107, -0.023, 0.135]],
  "nbo_charge": [-0.686, -0.017, -0.540, -0.154, 0.393, -0.612, 0.260, 0.202, 0.217, 0.520, 0.213, 0.203]
}


[4]
{
  "formula": "C5H8O",
  "method": "ωB97M-V/def2-TZVPD",
  "relative_energy_kcal_mol": 42.5,
  "smiles": "C=C(O)/C=C/C",
  "mol_weight_da": 84.118,
  "total_charge": 0,
  "homo_energy_ev": -8.687,
  "gap_ev": 9.64,
  "symbols": ["C", "C", "C", "O", "C", "C", "H", "H", "H", "H", "H", "H", "H", "H"],
  "coordinates": [[1.335032, 1.869200, 0.572569], [-0.743392, -2.219504, 0.044994], [-0.952809, -1.019910, -0.492307], [-1.925635, -0.853826, -1.501289], [-0.503231, 0.264366, 0.049176], [0.752462, 0.492690, 0.440597], [2.418502, 1.861748, 0.620024], [1.016680, 2.611597, -0.154279], [1.058142, 2.317738, 1.537534], [-0.313436, -2.244496, 1.036937], [-1.073714, -3.113816, -0.461516], [-1.404669, -0.816620, -2.313120], [-1.123580, 1.137863, -0.084192], [1.459648, -0.287030, 0.704871]],
  "forces_ev_per_a": [[-0.174, 0.584, 1.324], [0.028, 0.537, -0.100], [-1.882, -0.195, 1.198], [1.354, -0.376, -0.279], [1.219, 0.080, -0.384], [0.164, 0.528, 0.043], [0.182, -0.168, -0.317], [-0.118, -0.292, -0.360], [-0.073, -0.112, 0.019], [0.420, -0.328, -0.206], [-0.156, -0.059, 0.200], [-0.419, 0.206, -0.304], [-0.327, -0.041, -0.343], [-0.218, -0.365, -0.490]],
  "nbo_charge": [-0.661, -0.459, 0.263, -0.704, -0.275, -0.127, 0.218, 0.220, 0.222, 0.207, 0.212, 0.474, 0.211, 0.199]
}